{"formula": "C4H4LuO5", "method": "ωB97M-V/def2-TZVPD", "gap_ev": 6.36, "total_charge": 1, "homo_ev": -12.419, "e_tot_ha": -1766.2790, "e_above_lowest_kcal_mol": 0.00, "elements": ["O", "C", "O", "O", "H", "O", "C", "C", "O", "C", "H", "H", "H", "Lu"], "coordinates": [[-1.68433, 2.39375, 2.53106], [-1.53690, 2.12236, 3.81656], [-1.99939, 2.82957, 4.72189], [-0.88957, 0.99506, 4.03132], [0.17024, -2.52260, -2.37285], [-0.55340, -1.03443, -1.13085], [0.17641, -1.42992, -2.33113], [1.55357, -0.82376, -2.08758], [1.38423, -0.18037, -0.78756], [0.18637, -0.33978, -0.33486], [-0.35208, -1.00871, -3.19085], [1.83374, -0.04737, -2.80524], [2.35498, -1.56122, -1.98596], [-0.64385, 0.60741, 1.92605]], "atomic_forces_ev_per_a": [[1.11, -1.64, -2.83], [-2.22, 2.89, 4.02], [1.29, -1.73, -2.40], [1.48, -2.24, -1.91], [-0.04, 0.28, 0.01], [-0.45, 0.10, 0.36], [0.14, -0.25, -0.55], [0.26, -0.19, -0.51], [0.06, 0.31, 0.43], [0.14, -0.12, -0.01], [0.10, -0.12, 0.24], [-0.05, -0.19, 0.22], [-0.19, 0.22, -0.01], [-1.65, 2.69, 2.94]]}

{"formula": "C4H8N4", "method": "ωB97M-V/def2-TZVPD", "gap_ev": 9.96, "homo_ev": -9.353, "e_tot_ha": -376.0607, "e_above_lowest_kcal_mol": 117.80, "smiles": "[H]/N=C(/C(N)=N\\[H])N1CC1", "elements": ["H", "N", "C", "C", "N", "N", "H", "N", "C", "C", "H", "H", "H", "H", "H", "H"], "coordinates": [[-0.79689, -2.25236, 1.34222], [-0.46248, -1.97947, 0.47391], [-0.07327, -0.74460, 0.21899], [0.22615, -0.15100, -1.17476], [1.33741, 0.72397, -1.09875], [-0.00692, -0.56884, -2.29296], [-0.58105, -1.41385, -1.96523], [0.19162, 0.22875, 1.10236], [-0.49717, 1.55150, 0.60127], [-0.82253, 0.70318, 1.93222], [1.67183, 0.95204, -0.13728], [2.29811, 0.37550, -1.56408], [-0.86295, 1.67895, -0.34787], [0.29255, 2.32723, 0.73183], [-0.74207, 1.27455, 3.10693], [-1.69593, 0.07266, 2.07520]], "atomic_forces_ev_per_a": [[-0.17, 0.02, 2.35], [1.22, 3.55, -4.48], [-1.75, -4.54, -0.12], [5.10, -0.04, 3.00], [4.24, 0.70, 0.39], [-3.37, -3.75, -1.73], [0.11, 0.78, -1.74], [-0.05, 3.09, 0.41], [3.20, -0.82, 5.97], [-1.72, 3.24, 2.42], [-0.81, -0.30, -1.24], [-3.56, 0.70, 0.69], [-1.88, -0.74, -1.83], [-1.11, -0.31, 0.43], [0.79, -1.69, -3.76], [-0.25, 0.10, -0.76]]}

{"formula": "C24H64O24S8", "method": "ωB97M-V/def2-TZVPD", "gap_ev": 10.86, "homo_ev": -10.737, "e_tot_ha": -5943.9195, "e_above_lowest_kcal_mol": 56.83, "smiles": "CCOS(C)(=O)=O.CCOS(C)(=O)=O.CCOS(C)(=O)=O.CCOS(C)(=O)=O.CCOS(C)(=O)=O.CCOS(C)(=O)=O.CCOS(C)(=O)=O.CCOS(C)(=O)=O", "elements": ["C", "C", "O", "S", "C", "O", "O", "H", "H", "H", "H", "H", "H", "H", "H", "C", "C", "O", "S", "C", "O", "O", "H", "H", "H", "H", "H", "H", "H", "H", "C", "C", "O", "S", "C", "O", "O", "H", "H", "H", "H", "H", "H", "H", "H", "C", "C", "O", "S", "C", "O", "O", "H", "H", "H", "H", "H", "H", "H", "H", "C", "C", "O", "S", "C", "O", "O", "H", "H", "H", "H", "H", "H", "H", "H", "C", "C", "O", "S", "C", "O", "O", "H", "H", "H", "H", "H", "H", "H", "H", "C", "C", "O", "S", "C", "O", "O", "H", "H", "H", "H", "H", "H", "H", "H", "C", "C", "O", "S", "C", "O", "O", "H", "H", "H", "H", "H", "H", "H", "H"], "coordinates": [[5.76641, -3.68147, -5.77668], [4.34161, -3.25130, -6.14158], [3.37005, -3.38345, -5.09745], [3.40211, -2.36263, -3.85037], [2.26453, -1.07809, -4.40553], [2.79227, -2.94930, -2.68293], [4.75576, -1.82941, -3.73224], [5.58739, -4.64145, -5.27393], [6.24430, -3.02724, -5.05722], [6.44051, -3.88065, -6.60596], [4.44797, -2.21954, -6.49754], [3.92292, -3.83120, -6.95922], [1.34892, -1.40213, -3.92098], [2.32747, -1.10571, -5.48580], [2.68536, -0.24809, -3.84038], [-2.80547, 1.64714, -3.89105], [-1.94733, 2.57330, -4.74398], [-2.35293, 2.42164, -6.11572], [-1.20138, 2.03320, -7.19771], [-2.33487, 1.65601, -8.55750], [-0.43079, 3.22925, -7.38711], [-0.55606, 0.79920, -6.85826], [-3.86019, 1.79489, -4.13821], [-2.76851, 1.98747, -2.85411], [-2.54790, 0.59731, -3.99047], [-2.06301, 3.63229, -4.50847], [-0.88347, 2.36602, -4.60693], [-3.04222, 0.93095, -8.17605], [-1.61874, 1.42646, -9.34271], [-2.86524, 2.57064, -8.81725], [0.47968, 1.79973, 3.27078], [1.04333, 2.05621, 1.88381], [0.06099, 1.63972, 0.92905], [0.50860, 1.12293, -0.49844], [0.81090, -0.59868, -0.00707], [-0.62277, 1.05048, -1.40302], [1.73076, 1.74106, -0.95312], [0.18043, 0.74610, 3.27436], [-0.42271, 2.38136, 3.47698], [1.09028, 1.96688, 4.15589], [1.21165, 3.12548, 1.81864], [1.97440, 1.49958, 1.77466], [1.51017, -0.53765, 0.81868], [1.10226, -1.23265, -0.84483], [-0.20113, -0.96299, 0.17205], [-4.06252, 2.25663, 1.91979], [-3.61985, 0.83159, 1.67289], [-3.12861, 0.14948, 2.82765], [-3.04369, -1.47677, 2.69727], [-2.93284, -1.94469, 4.45953], [-4.34331, -1.96354, 2.28748], [-1.80321, -1.79688, 2.07082], [-3.17092, 2.88697, 1.99859], [-4.66924, 2.41393, 2.81069], [-4.59117, 2.62330, 1.04054], [-4.51172, 0.29484, 1.33551], [-2.88549, 0.92292, 0.86831], [-2.56825, -2.96547, 4.35725], [-3.95204, -2.01006, 4.82544], [-2.29151, -1.24013, 4.97704], [3.53405, 1.63574, 6.30266], [2.58354, 0.96425, 7.28819], [1.33330, 0.70925, 6.62452], [0.22998, -0.12982, 7.50761], [-0.95586, 1.17576, 7.72572], [-0.40737, -1.11527, 6.65813], [0.79075, -0.40468, 8.81030], [3.05272, 2.44610, 5.75937], [3.90113, 0.88921, 5.58979], [4.47912, 1.98721, 6.71664], [2.98728, 0.06739, 7.74813], [2.44412, 1.70389, 8.08165], [-0.45315, 2.05455, 8.11883], [-1.74053, 0.76562, 8.35798], [-1.40691, 1.43820, 6.76993], [0.28318, 5.70016, 0.00213], [1.49324, 6.21505, 0.74915], [2.03003, 5.16206, 1.56439], [3.61423, 4.90921, 1.63072], [3.93455, 3.95509, 0.12157], [4.32015, 6.17085, 1.66386], [3.88630, 3.98168, 2.70548], [0.55198, 4.91869, -0.71168], [-0.05511, 6.50872, -0.65600], [-0.57368, 5.44927, 0.62180], [2.28268, 6.57100, 0.08549], [1.16546, 7.04761, 1.37424], [3.44097, 4.47073, -0.69787], [3.47129, 3.00419, 0.35668], [5.01611, 3.92742, 0.04326], [-2.84272, -1.76775, -2.01420], [-4.06816, -1.77300, -2.92665], [-4.29627, -2.94675, -3.70280], [-3.61888, -3.01768, -5.20613], [-5.00158, -2.43840, -6.25570], [-2.49766, -2.12841, -5.25126], [-3.48206, -4.41923, -5.48127], [-2.78017, -2.49247, -1.20042], [-2.60399, -0.80365, -1.55881], [-1.93596, -1.97249, -2.59322], [-4.96908, -1.59119, -2.34106], [-3.95711, -0.96420, -3.65288], [-5.03744, -1.35912, -6.10672], [-5.89755, -2.86006, -5.80994], [-4.79849, -2.72076, -7.28102], [1.79217, -2.01652, 4.15420], [1.52257, -3.53601, 4.21054], [1.22577, -4.03628, 2.90862], [1.29421, -5.63147, 2.69430], [-0.45238, -6.05689, 3.06730], [1.45702, -5.94880, 1.29580], [2.21618, -6.24755, 3.61138], [1.66727, -1.53024, 5.11479], [1.02279, -1.60049, 3.49729], [2.76535, -1.91062, 3.67490], [2.34226, -3.98301, 4.76684], [0.59120, -3.62188, 4.77967], [-0.51667, -7.14010, 3.07087], [-0.95191, -5.71773, 2.16198], [-0.72413, -5.50020, 3.95704]], "atomic_forces_ev_per_a": [[-0.93, -1.42, 0.94], [1.34, 1.05, -0.99], [-0.03, -0.04, 1.13], [0.88, 0.74, 0.48], [1.25, -1.30, 1.24], [0.45, -0.24, -1.03], [-1.49, -0.48, -0.28], [0.57, -0.03, 0.05], [-0.10, 0.19, -0.10], [-0.32, 0.22, -0.34], [-0.68, 0.12, 0.17], [0.06, -0.17, 0.06], [-0.41, 0.21, -0.64], [-0.40, 0.69, -0.02], [-0.27, 0.56, -0.65], [-0.43, 1.04, 0.21], [0.11, -0.19, 0.47], [0.64, -0.72, -0.95], [-1.47, 0.38, 0.52], [0.92, 1.52, 0.84], [0.03, -0.49, -0.39], [0.06, 0.33, 0.19], [0.03, -0.14, -0.36], [0.45, -0.36, 0.10], [0.21, 0.04, 0.00], [-0.28, -0.09, 0.13], [-0.04, -0.22, -0.18], [0.30, -0.49, -0.36], [-0.48, -0.65, -0.23], [0.06, 0.04, 0.02], [-1.12, -0.94, 0.05], [0.61, 0.72, 1.58], [-0.74, 0.56, -0.71], [0.39, -2.84, -1.15], [-0.74, 0.86, -0.99], [0.52, 1.02, 1.16], [-0.64, 0.33, 0.59], [-0.08, 0.03, 0.33], [-0.08, 0.04, -0.39], [0.71, 0.07, -0.51], [0.20, -0.07, -0.63], [0.02, 0.08, -0.28], [-0.10, -0.61, 0.13], [0.76, 0.44, -0.06], [0.15, 0.07, 0.96], [0.88, 0.51, 0.59], [-1.29, 0.28, -1.00], [0.37, -0.62, 0.27], [-1.35, 0.68, 2.31], [-0.27, 0.26, -1.64], [1.17, 0.21, -0.71], [-0.06, -0.24, -0.67], [-0.11, 0.08, 0.21], [-0.11, -0.20, -0.06], [-0.15, -0.19, 0.00], [0.30, -0.22, -0.21], [0.22, -0.70, 0.15], [0.43, 0.11, 0.38], [0.01, 0.36, 0.13], [0.16, -0.30, 0.19], [0.28, -1.19, -0.81], [1.06, 1.46, 0.46], [-0.71, -1.36, 0.48], [-0.47, 1.38, -0.20], [-0.12, -0.17, -0.42], [1.15, 0.50, 0.79], [-0.25, -0.46, -1.22], [0.00, 0.03, 0.05], [-0.39, 0.11, -0.30], [-0.37, 0.21, 0.65], [-0.01, -0.13, -0.22], [-0.44, -0.27, 0.21], [-0.06, -0.13, 0.35], [0.12, 0.19, 0.27], [0.18, -0.16, -0.13], [0.23, 0.52, -1.10], [-0.37, 0.27, -0.25], [0.60, -0.46, 0.67], [1.40, -0.23, 0.42], [-0.62, 1.17, 1.12], [-0.87, -0.69, -0.53], [-0.96, 0.59, -0.49], [-0.11, -0.37, 0.39], [-0.02, 0.13, 0.18], [0.23, -0.31, 0.20], [-0.16, 0.07, -0.09], [0.40, -0.10, 0.26], [0.18, -0.18, -0.23], [0.11, -0.19, -0.40], [0.00, -0.14, -0.18], [1.23, -0.53, -0.29], [0.35, 1.22, 0.36], [0.65, -0.71, -1.16], [-1.12, -0.98, 0.55], [0.88, 0.50, 1.49], [-0.33, 0.04, -0.12], [0.09, 0.71, 0.21], [-0.72, -0.16, -0.09], [-0.63, 0.24, -0.17], [-0.17, -0.03, -0.27], [-0.13, -0.20, -0.15], [-0.07, 0.26, 0.35], [-0.01, 0.04, -0.30], [-0.01, -0.30, -0.32], [-0.04, -0.09, -0.01], [-0.43, -1.09, -1.47], [-1.02, 1.78, 1.64], [1.08, -0.82, -0.65], [-0.77, -1.48, -0.83], [1.55, 0.55, -0.86], [-0.05, 1.05, 0.94], [-0.51, 0.75, 0.14], [0.39, -0.18, 0.15], [0.13, 0.19, -0.04], [0.07, 0.58, 0.26], [-0.03, -0.73, -0.56], [0.15, -0.40, 0.28], [0.01, -0.01, 0.55], [-0.25, 0.26, 0.23], [-0.33, -0.39, 0.15]]}

Q: Which formula does entry 1 have?
A: C4H4LuO5